Entry 1:
Below is FH5N3O2PS in the gas phase in a non-equilibrium geometry, with properties calculated with ωB97M-V/def2-TZVPD.

Computed properties:
DFT total energy = -1157.03866 Eh
SMILES = N=[PH2]N(N)S(=O)(=O)F
Charge = 0
Relative energy (zero: lowest compared OMol25 entry of this formula, charge and spin) = 68.0 kJ/mol
HOMO-LUMO gap = 10.08 eV
Molar mass = 161.10 g mol⁻¹

Atoms and positions in Å:
N (-2.2152, -0.3794, 0.1908)
P (-0.8376, -1.0449, -0.2054)
N (0.4699, 0.0903, -0.5319)
N (0.0664, 1.2423, -1.1823)
S (1.4506, 0.4653, 0.8384)
O (2.8270, 0.6431, 0.3269)
O (1.0114, 1.6672, 1.5655)
F (1.4922, -0.8075, 1.8399)
H (-2.4827, -0.6749, 1.1218)
H (-0.9092, -1.8423, -1.3813)
H (-0.3959, -1.9047, 0.8383)
H (-0.9439, 1.2889, -1.3056)
H (0.4669, 1.2565, -2.1152)

Atomic partial charges in e from the natural (NBO) method, atoms 1 to 6: N -1.2956; P 1.4018; N -0.7655; N -0.6198; S 2.3736; O -0.8738

Entry 2:
Below is a 8-piece molecular cluster, C7H29NO7 overall in a non-equilibrium geometry, with properties calculated with ωB97M-V/def2-TZVPD.

Computed properties:
DFT total energy = -865.45874 Eh
SMILES = C=CC[C@@H](C)NCC.O.O.O.O.O.O.O
Charge = 0
Relative energy (zero: lowest compared OMol25 entry of this formula, charge and spin) = 238.0 kJ/mol
HOMO-LUMO gap = 8.62 eV
Molar mass = 239.31 g mol⁻¹

Atoms and positions in Å:
C (-0.0088, 1.9468, -2.1011)
N (-1.4323, 1.7640, -2.0557)
C (-1.9737, 0.6009, -1.3826)
C (-2.2720, 0.6224, 0.1848)
C (-1.4632, 1.4620, 1.0546)
C (-0.5166, 0.9917, 1.8463)
C (-3.2807, 0.2897, -2.1052)
C (0.6266, 3.0214, -1.0978)
H (0.3137, 2.1967, -3.1064)
H (0.5730, 1.0119, -1.9679)
H (-1.9300, 2.5944, -1.7358)
H (-1.3171, -0.2883, -1.4342)
H (-3.2662, 1.1034, 0.1691)
H (-2.5652, -0.3809, 0.5050)
H (-1.7440, 2.5038, 1.2256)
H (-0.2788, -0.0992, 1.8000)
H (0.0444, 1.5391, 2.6111)
H (-3.2326, 0.5472, -3.1506)
H (-3.5637, -0.7901, -2.0194)
H (-4.1356, 0.8856, -1.7583)
H (0.5452, 3.9501, -1.6995)
H (0.2482, 3.0314, -0.0900)
H (1.6265, 2.7768, -0.8385)
H (1.7756, -3.4173, -0.2826)
H (1.6362, -4.0784, 1.0571)
O (1.1050, -3.6000, 0.4037)
H (1.9647, -1.6274, 1.9523)
H (2.3622, -1.4676, 3.4403)
O (2.6979, -1.3894, 2.5380)
H (-2.5273, -0.8411, 3.8909)
H (-2.6328, -1.3831, 2.5709)
O (-2.1182, -0.6937, 3.0191)
H (3.6787, -1.5913, -1.1371)
H (2.8803, -2.6528, -1.9250)
O (3.1171, -2.3836, -1.0337)
H (1.5560, 0.6224, 0.5583)
H (2.5132, 0.5322, 1.8730)
O (2.3655, 0.9165, 0.9828)
H (3.8107, 0.2799, -0.0882)
H (4.0007, 0.8603, -1.5707)
O (4.1332, 0.1121, -0.9891)
H (-1.0024, -3.8668, 0.9239)
H (-0.8413, -2.5753, 0.2012)
O (-1.4719, -3.0362, 0.7614)

Atomic partial charges in e from the natural (NBO) method, atoms 1 to 6: C -0.2043; N -0.6467; C -0.0241; C -0.4746; C -0.2066; C -0.3763

Entry 3:
Below is C5H5HfO15 as an isolated structure in a non-equilibrium geometry, with properties calculated with ωB97M-V/def2-TZVPD.

Computed properties:
DFT total energy = -1370.60945 Eh
Charge = -1
Relative energy (zero: lowest compared OMol25 entry of this formula, charge and spin) = 93.3 kJ/mol
HOMO-LUMO gap = 9.37 eV
Molar mass = 483.57 g mol⁻¹

Atoms and positions in Å:
Hf (-0.0507, 0.0773, -0.0108)
O (4.0841, -0.2727, 0.9521)
C (2.8119, -0.0759, 0.6061)
O (2.0843, 0.7730, 1.1846)
O (2.2578, -0.8081, -0.2432)
H (4.3431, 0.3102, 1.6711)
O (0.5216, 2.8230, -3.1938)
C (0.3427, 2.0568, -2.1194)
O (1.2637, 1.7919, -1.3126)
O (-0.7582, 1.5059, -1.8282)
H (-0.3789, 2.9049, -3.5493)
O (-2.3705, 2.8957, 2.2600)
C (-1.6704, 2.0827, 1.4838)
O (-0.4338, 2.1840, 1.3454)
O (-2.1754, 1.1541, 0.7936)
H (-3.2240, 2.5362, 2.5139)
O (-1.8249, -2.7817, -2.6432)
C (-1.2431, -1.8196, -1.9263)
O (-0.0146, -1.5733, -1.9052)
O (-1.9338, -1.0874, -1.1807)
H (-1.2221, -3.0821, -3.3329)
O (0.0214, -2.8980, 2.9429)
C (-0.1923, -1.9848, 2.0053)
O (-0.0490, -2.2379, 0.7831)
O (-0.4067, -0.7624, 2.2456)
H (0.2174, -3.7118, 2.4580)

Atomic partial charges in e from the natural (NBO) method, atoms 1 to 6: Hf 2.6623; O -0.6935; C 0.9780; O -0.7607; O -0.7527; H 0.4939

Entry 4:
Below is a 2-piece molecular cluster, CH4O2 overall in a non-equilibrium geometry, with properties calculated with ωB97M-V/def2-TZVPD.

Computed properties:
DFT total energy = -190.93499 Eh
SMILES = C=O.O
Charge = 0
Relative energy (zero: lowest compared OMol25 entry of this formula, charge and spin) = 40.4 kJ/mol
HOMO-LUMO gap = 10.40 eV
Molar mass = 48.04 g mol⁻¹

Atoms and positions in Å:
O (1.2115, -0.2823, -0.2551)
C (0.0000, 0.0000, 0.0000)
H (-0.8065, -0.7207, -0.2749)
H (-0.3248, 0.9951, 0.3870)
O (3.2646, -0.6402, 1.4350)
H (2.4357, -0.6259, 0.9049)
H (3.4824, 0.3083, 1.5803)

Atomic partial charges in e from the natural (NBO) method, atoms 1 to 6: O -0.5423; C 0.2867; H 0.1345; H 0.1356; O -0.9595; H 0.4840

Entry 5:
Below is C34H29Cl4GeN2O2S2Ti as an isolated structure, with properties calculated with ωB97M-V/def2-TZVPD.

Computed properties:
DFT total energy = -7136.77307 Eh
Charge = -1
Relative energy (zero: lowest compared OMol25 entry of this formula, charge and spin) = 10.1 kJ/mol
HOMO-LUMO gap = 6.79 eV
Molar mass = 824.04 g mol⁻¹

Atoms and positions in Å:
Ti (0.5558, -0.5437, 0.9870)
C (1.3967, -0.1406, -2.1425)
N (0.3509, -0.8610, -1.3707)
C (0.6329, -2.3036, -1.5901)
C (-0.1504, -3.1965, -0.6674)
N (0.2385, -2.9476, 0.7283)
C (1.5189, -3.6280, 1.0425)
C (-0.7467, -3.4702, 1.6638)
C (-1.4772, -4.6164, 1.3958)
C (-2.3674, -5.1185, 2.3368)
C (-2.5145, -4.4732, 3.5539)
C (-1.7803, -3.3295, 3.8248)
C (-0.8934, -2.8102, 2.8849)
S (0.0337, -1.3587, 3.1970)
C (-0.9874, -0.5309, -1.8694)
C (-1.1939, -0.3199, -3.2318)
C (-2.4598, -0.0764, -3.7343)
C (-3.5443, -0.0572, -2.8644)
C (-3.3469, -0.2595, -1.5147)
C (-2.0686, -0.4848, -0.9810)
S (-1.8874, -0.6856, 0.7408)
H (1.1162, 0.8960, -2.2773)
H (2.3315, -0.2064, -1.5961)
H (1.5357, -0.6029, -3.1250)
H (0.4112, -2.5550, -2.6345)
H (1.7041, -2.4352, -1.4321)
H (-1.2185, -3.0013, -0.7623)
H (0.0379, -4.2414, -0.9448)
H (1.4045, -4.7118, 0.9310)
H (2.3098, -3.2587, 0.3960)
H (1.7884, -3.3946, 2.0715)
H (-1.3657, -5.1307, 0.4501)
H (-2.9421, -6.0083, 2.1132)
H (-3.2104, -4.8528, 4.2920)
H (-1.9052, -2.8086, 4.7655)
H (-0.3528, -0.3362, -3.9109)
H (-2.5974, 0.0986, -4.7935)
H (-4.5435, 0.1305, -3.2388)
H (-4.1820, -0.2169, -0.8267)
Cl (6.3645, 1.7824, 3.6826)
C (5.2065, 0.9529, 2.7018)
C (5.6401, 0.1022, 1.6918)
Cl (7.3291, -0.1364, 1.4068)
C (4.7027, -0.5666, 0.8980)
Cl (5.1837, -1.6413, -0.3697)
C (3.3509, -0.3744, 1.1233)
O (2.3775, -0.9537, 0.4382)
C (2.9020, 0.4896, 2.1454)
O (1.6059, 0.5953, 2.2494)
C (3.8418, 1.1504, 2.9334)
Cl (3.2753, 2.1992, 4.1779)
Ge (0.0299, 2.0968, 0.3643)
C (0.6365, 2.9670, -1.3166)
C (1.9626, 3.4017, -1.3677)
C (2.5141, 3.9286, -2.5262)
C (1.7422, 4.0383, -3.6760)
C (0.4180, 3.6239, -3.6445)
C (-0.1226, 3.0942, -2.4793)
C (-1.8032, 2.7427, 0.7356)
C (-2.8572, 2.7572, -0.1750)
C (-4.1263, 3.1881, 0.1887)
C (-4.3755, 3.6108, 1.4862)
C (-3.3411, 3.5970, 2.4121)
C (-2.0762, 3.1701, 2.0360)
H (0.8462, 2.9209, 1.3964)
H (2.5846, 3.3232, -0.4807)
H (3.5485, 4.2516, -2.5318)
H (2.1678, 4.4462, -4.5848)
H (-0.1999, 3.7083, -4.5312)
H (-1.1552, 2.7658, -2.4972)
H (-2.7118, 2.4065, -1.1899)
H (-4.9236, 3.1839, -0.5463)
H (-5.3654, 3.9443, 1.7737)
H (-3.5199, 3.9168, 3.4321)
H (-1.2833, 3.1641, 2.7766)

Atomic partial charges in e from the Mulliken method, atoms 1 to 6: Ti 0.6332; C -1.1431; N 1.6649; C -1.1817; C -1.7170; N 1.8419

Entry 6:
Below is a 2-piece molecular cluster, C10H17NO3S overall in a non-equilibrium geometry, with properties calculated with ωB97M-V/def2-TZVPD.

Computed properties:
DFT total energy = -1069.84905 Eh
SMILES = C=C[C@H]1CCNC1=O.O=S1(=O)CCCC1
Charge = 0
Relative energy (zero: lowest compared OMol25 entry of this formula, charge and spin) = 284.3 kJ/mol
HOMO-LUMO gap = 9.73 eV
Molar mass = 231.32 g mol⁻¹

Atoms and positions in Å:
C (-0.8092, 0.6458, 1.4783)
C (-0.7976, 1.9719, 1.3222)
C (0.2435, 2.7307, 0.5518)
C (-0.4665, 3.7820, -0.3164)
C (-0.5769, 5.0469, 0.5809)
N (0.1655, 4.7424, 1.8135)
C (0.9835, 3.5968, 1.5760)
O (2.0565, 3.3771, 2.0847)
H (-1.4510, 0.2276, 2.2403)
H (-0.2532, -0.0304, 0.8457)
H (-1.6027, 2.5656, 1.7379)
H (0.8819, 2.0889, -0.0402)
H (-1.3907, 3.3871, -0.7184)
H (0.1354, 4.0674, -1.1782)
H (-0.1910, 5.9519, 0.1369)
H (-1.6127, 5.1754, 0.8843)
H (-0.4337, 4.5901, 2.6074)
C (-0.1356, -4.1056, -2.1392)
C (-0.5828, -4.4602, -0.7143)
C (0.5514, -4.0550, 0.2363)
S (1.4082, -2.6910, -0.5617)
O (2.7461, -3.1097, -0.8862)
O (1.1675, -1.4726, 0.1730)
C (0.4275, -2.6903, -2.0589)
H (-0.9587, -4.1659, -2.8491)
H (0.6432, -4.7972, -2.4669)
H (-1.4881, -3.9023, -0.4675)
H (-0.8146, -5.5193, -0.6155)
H (0.1856, -3.7184, 1.2026)
H (1.2732, -4.8573, 0.3732)
H (1.0607, -2.4194, -2.9001)
H (-0.3647, -1.9528, -1.9321)

Atomic partial charges in e from the natural (NBO) method, atoms 1 to 6: C -0.3783; C -0.1830; C -0.3795; C -0.4138; C -0.2239; N -0.6750